Here is a molecular structure, C36H38F7IrN3O5S3 at a distorted geometry from the OMol25 dataset. Energies are from wB97M-V/def2-TZVPD.

Structure (ORCA input):
```
! wB97M-V def2-TZVPD RIJCOSX def2/J DEFGRID3
* xyz 2 2
Ir -0.586 -0.123 0.050
F -0.596 -0.576 4.807
C -1.108 -0.962 3.643
F -1.841 -2.042 3.828
F -0.070 -1.265 2.842
S -2.101 0.466 2.885
O -1.174 0.963 1.864
O -2.326 1.382 3.936
N -3.382 -0.158 2.253
S -3.107 -0.871 0.884
O -1.988 -1.785 0.992
O -2.992 -0.003 -0.259
C -4.649 -1.879 0.597
F -4.476 -2.583 -0.524
F -5.674 -1.068 0.437
F -4.879 -2.712 1.594
C 0.820 -3.453 -0.510
C 0.484 -3.308 -1.954
C 0.763 -4.285 -2.871
C 0.521 -4.114 -4.240
C 0.103 -2.868 -4.718
C -0.148 -1.807 -3.883
C -0.420 -0.445 -4.414
C -0.239 -2.050 -2.390
N 0.254 -0.911 -1.616
C 1.548 -0.509 -1.790
C 2.499 -1.091 -2.782
C 1.984 0.532 -0.977
C 3.372 1.072 -1.029
N 1.080 0.967 -0.036
C 1.197 2.115 0.708
C 1.266 3.401 0.147
C 1.140 3.514 -1.349
C 1.439 4.568 0.863
C 1.169 4.762 2.298
C 1.802 3.869 3.412
C 2.766 2.759 3.028
C 3.318 1.947 4.212
H 0.472 -4.409 -0.126
H 0.370 -2.658 0.089
H 1.900 -3.424 -0.364
H 1.216 -5.206 -2.531
H 0.710 -4.921 -4.928
H 0.031 -2.713 -5.786
H -1.185 -0.482 -5.188
H 0.472 -0.040 -4.895
H -0.734 0.232 -3.625
H 2.112 -1.981 -3.256
H 3.434 -1.343 -2.286
H 2.720 -0.361 -3.560
H 4.059 0.383 -0.536
H 3.445 2.034 -0.536
H 3.700 1.171 -2.060
H 0.573 2.673 -1.742
H 2.110 3.536 -1.843
H 0.620 4.437 -1.595
H 1.561 5.471 0.284
H 1.236 5.820 2.549
H 2.088 4.451 4.285
H 3.684 2.623 4.995
H 4.155 1.331 3.859
H 2.614 0.568 5.414
C 3.888 3.114 2.087
S 1.289 1.697 2.447
O 2.284 1.126 4.699
C 0.480 3.068 3.475
C -0.231 4.116 2.636
C -1.156 4.984 3.406
C -1.509 4.701 4.671
C -1.024 3.522 5.332
C -0.125 2.697 4.759
H 4.673 3.585 2.679
H 3.588 3.823 1.322
H 4.306 2.224 1.627
H -0.742 3.729 1.751
H -1.565 5.835 2.882
H -2.206 5.334 5.198
H -1.423 3.281 6.302
H 0.227 1.816 5.262
F -3.682 -6.523 -5.165
C -3.265 -5.507 -4.418
C -3.311 -4.219 -4.937
C -2.862 -3.176 -4.157
C -2.350 -3.399 -2.871
C -1.775 -2.268 -2.079
C -2.337 -4.705 -2.371
C -2.788 -5.761 -3.133
H -3.687 -4.065 -5.937
H -2.918 -2.171 -4.545
H -2.296 -1.338 -2.314
H -1.861 -2.485 -1.018
H -1.976 -4.902 -1.374
H -2.777 -6.777 -2.770
*
```

Summary:
⟨S²⟩ = 0.82
E_HOMO (spin up / spin down) = -12.74 / -12.75 eV
gap between HOMO and LUMO (spin up / spin down) = 5.36 / 5.37 eV
M = 1014.120 u

Mulliken atomic charge list, values in e, 6 entries: 1.522, -0.211, 0.837, -0.218, -0.152, 0.697

---

Here is a molecular structure, C36H38O2P2Pt at a distorted geometry from the OMol25 dataset. Energies are from wB97M-V/def2-TZVPD.

Structure (ORCA input):
```
! wB97M-V def2-TZVPD RIJCOSX def2/J DEFGRID3
* xyz 0 3
Pt -0.956 1.126 -1.327
C -2.280 1.221 -2.814
C -1.811 -0.157 -2.700
C -0.803 -0.727 -3.655
C 0.465 0.165 -3.754
C 0.722 1.006 -2.515
C 0.340 2.380 -2.304
C -0.595 3.152 -3.179
C -1.736 2.228 -3.793
C 1.321 0.043 2.370
H -3.306 1.416 -2.446
H -2.549 -0.877 -2.311
H -1.223 -0.896 -4.660
H -0.484 -1.730 -3.322
H 1.339 -0.493 -3.852
H 0.437 0.783 -4.664
H 1.657 0.752 -1.995
H 1.051 2.922 -1.655
H -0.077 3.737 -3.944
H -1.107 3.872 -2.519
H -2.603 2.860 -4.028
H -1.414 1.726 -4.716
H 0.595 0.798 2.073
H 1.928 0.451 3.185
H 0.804 -0.872 2.674
P -1.399 -1.048 0.622
P 2.392 -0.378 0.998
C 0.102 -1.815 -0.049
C 1.397 -1.347 -0.118
C -2.351 -2.484 1.023
C -2.745 -3.512 0.144
C -3.563 -4.529 0.649
C -3.954 -4.524 1.993
C -3.557 -3.485 2.857
C -2.774 -2.455 2.370
C -2.911 0.163 0.481
C -2.662 1.570 0.514
C -3.717 2.498 0.426
C -5.015 2.068 0.159
C -5.274 0.692 0.092
C -4.252 -0.239 0.308
C 3.773 -1.343 1.566
C 3.443 -2.611 2.080
C 4.439 -3.396 2.649
C 5.765 -2.930 2.663
C 6.098 -1.703 2.077
C 5.100 -0.900 1.529
C 3.014 1.188 0.307
C 2.615 2.441 0.842
C 3.136 3.634 0.332
C 4.064 3.594 -0.711
C 4.481 2.363 -1.225
C 3.920 1.166 -0.771
H -0.042 -2.852 -0.405
H 2.006 -1.810 -0.896
H -2.442 -3.476 -0.904
H -3.898 -5.327 -0.022
H -4.578 -5.333 2.378
H -3.872 -3.481 3.898
H -2.498 -1.604 2.998
H -1.668 1.983 0.768
H -3.489 3.556 0.555
H -5.821 2.793 0.015
H -6.297 0.343 -0.102
H -4.517 -1.298 0.329
H 2.405 -2.958 2.014
H 4.163 -4.367 3.073
H 6.532 -3.544 3.130
H 7.137 -1.373 2.046
H 5.355 0.055 1.069
H 1.872 2.490 1.644
H 2.809 4.596 0.756
H 4.450 4.519 -1.139
H 5.261 2.314 -1.981
H 4.204 0.215 -1.237
O -0.880 2.620 2.909
C -1.581 1.749 3.506
O -1.583 0.484 3.385
H -2.306 2.141 4.261
*
```

Summary:
⟨S²⟩ = 2.01
E_HOMO (spin up / spin down) = -5.73 / -6.14 eV
gap between HOMO and LUMO (spin up / spin down) = 5.52 / 5.12 eV
M = 759.724 u

Mulliken atomic charge list, values in e, 6 entries: 0.005, -0.650, 0.034, -1.072, -0.972, 0.988

---

What are the relative energy (zero: lowest compared OMol25 entry of this formula, charge and spin) values for these records? In order: 243.2; 160.1 kJ/mol.